The following is a quantum chemistry calculation of a structure of composition C16H30FNO11S at a distorted geometry, from the Open Molecules 2025 dataset.

For the electronic energy, the calculation gives -2007.81465 Ha. The value obtained for the HOMO energy is -9.671 eV. For the frontier orbital gap, the calculation gives 0.343 Eh.

Geometry as ORCA input:
```
! wB97M-V def2-TZVPD RIJCOSX def2/J DEFGRID3
* xyz 0 1
N 11.9310 23.1460 35.0820
H 12.7150 23.3140 34.8090
H 11.4150 22.4780 34.3860
H 11.4240 24.0170 35.4770
H 12.0460 22.6070 35.9530
F 14.6890 22.2810 35.8150
C 16.0700 25.7470 37.1490
C 15.2910 26.8880 36.4220
C 15.0700 26.4230 35.0190
O 13.8230 25.9750 34.9390
C 13.1040 26.3990 36.0750
O 11.9510 26.2790 36.1770
O 13.9620 26.9820 36.8280
H 16.3800 25.7450 38.1620
H 16.9180 25.6440 36.6360
H 15.5280 24.7720 37.1090
H 15.9320 27.7220 36.5100
H 15.6850 25.6410 34.5330
H 15.2440 27.0240 34.2840
C 15.4730 22.4050 39.7020
C 14.7410 21.3160 38.8830
C 15.7560 20.3470 38.1630
O 15.3430 19.1380 38.6700
C 14.2940 19.2210 39.4860
O 14.0050 18.2530 40.1030
O 13.8140 20.4570 39.6020
H 14.7210 23.0410 40.2270
H 16.0880 23.1620 39.0450
H 16.1830 22.0030 40.4320
H 14.3360 21.8520 38.3870
H 16.7350 20.6510 38.5990
H 15.6300 20.4480 37.0720
C 17.5290 21.6990 32.2110
C 17.2350 22.4750 33.4990
C 17.6840 21.7700 34.7860
O 18.8610 22.4880 35.2360
C 19.0070 23.5520 34.4720
O 19.7670 24.4400 34.7150
O 18.1350 23.6280 33.4750
H 17.4620 22.3810 31.4790
H 16.8840 20.8820 32.0240
H 18.5400 21.1250 32.2610
H 16.1960 22.7380 33.7600
H 17.9150 20.5880 34.4630
H 16.8880 21.9860 35.5960
C 14.2070 18.2220 31.9140
C 14.4400 19.7260 31.7960
C 14.5880 20.2090 33.2390
S 13.3250 19.3210 34.0990
O 12.1730 20.1400 34.1690
O 13.7850 18.6290 35.2740
C 13.0640 18.0660 32.9130
H 15.0680 17.9280 32.2290
H 13.8140 17.6810 31.0060
H 13.7290 20.3020 31.2260
H 15.1990 20.1400 31.1560
H 14.4220 21.3680 33.4520
H 15.5630 20.0310 33.8980
H 11.9520 18.3300 32.1820
H 13.0400 17.1670 33.5590
*
```

---

The following is a quantum chemistry calculation of the ion C5H9N2 with charge +1 at a distorted geometry, from the Open Molecules 2025 dataset.

For the electronic energy, the calculation gives -305.19791 Ha. The value obtained for the HOMO energy is -14.142 eV. For the frontier orbital gap, the calculation gives 0.400 Eh.

Geometry as ORCA input:
```
! wB97M-V def2-TZVPD RIJCOSX def2/J DEFGRID3
* xyz 1 1
C 1.8544 0.0780 -1.3234
C 1.1271 -0.8859 -0.3873
C -0.0748 -0.2070 0.2312
C -1.0429 0.4596 -0.4705
N -2.0269 0.7855 0.4442
C -1.7124 0.3066 1.6313
N -0.5128 -0.2580 1.5305
H 1.4074 0.0651 -2.3121
H 2.8776 -0.2322 -1.5038
H 1.8709 1.0902 -0.9399
H 1.6492 -1.3098 0.4688
H 0.7576 -1.6840 -1.0283
H -0.8888 1.0178 -1.3801
H -2.9286 1.1953 0.2293
H -2.2334 0.4291 2.5684
H -0.1235 -0.8502 2.2420
*
```

---

The following is a quantum chemistry calculation of a structure of composition C9H18F8N5O17PbS8 at a distorted geometry, from the Open Molecules 2025 dataset.

For the electronic energy, the calculation gives -6083.27993 Ha. The value obtained for the HOMO energy is -7.793 eV. For the frontier orbital gap, the calculation gives 0.094 Eh.

Geometry as ORCA input:
```
! wB97M-V def2-TZVPD RIJCOSX def2/J DEFGRID3
* xyz -1 1
Pb 3.9960 -0.5118 -0.0767
C -4.3147 3.0733 0.0314
C -4.6523 1.5926 0.1897
C -5.3537 1.3552 1.5747
C -5.8281 -0.0577 1.7204
C -6.8575 -0.4472 0.6525
C -6.4128 -0.2299 -0.8580
N -5.6193 1.0928 -0.9212
O -5.4049 1.5943 -2.2217
C -7.7219 -0.2162 -1.7208
C -5.5129 -1.3420 -1.3071
C -3.3039 0.6828 0.1534
H -5.2401 3.6176 -0.1564
H -3.6356 3.1866 -0.8137
H -3.7691 3.5129 0.8664
H -6.1832 2.0339 1.7731
H -4.6180 1.4941 2.3668
H -6.3333 -0.1849 2.6778
H -5.0090 -0.7756 1.6791
H -7.7623 0.1254 0.8563
H -7.1151 -1.4998 0.7694
H -7.5272 -0.1416 -2.7906
H -8.3800 0.6116 -1.4566
H -8.4177 -1.0549 -1.7007
H -6.0655 -2.2713 -1.4458
H -4.6608 -1.6234 -0.6885
H -5.0751 -0.9947 -2.2430
H -3.1989 -0.1937 0.7928
H -2.4035 1.2945 0.2109
H -3.0843 0.3479 -0.8604
N 8.2419 -2.4914 -0.9292
S 9.5545 -1.6883 -1.0023
O 9.9299 -1.3172 -2.3666
O 10.5043 -1.7345 0.1338
F 8.7748 -0.3437 -0.6675
S 9.1605 -3.8920 -1.0939
O 9.9189 -4.3425 0.0246
O 9.6691 -4.2041 -2.4491
F 7.9033 -4.8516 -1.1070
N 1.3494 -4.1764 0.8072
S 0.5378 -4.8860 1.8244
O 1.0931 -6.1158 2.3824
O -0.9071 -4.7994 1.7114
F 0.9326 -3.8220 2.9264
S 0.9803 -5.2965 -0.4883
O -0.3766 -5.3409 -1.0006
O 1.7587 -6.4917 -0.3134
F 1.8905 -4.4770 -1.5154
N 2.9615 2.7256 -3.4437
S 2.1769 2.7613 -4.7558
O 2.9702 2.8699 -5.9743
O 0.9312 3.5012 -4.7375
F 1.7417 1.1680 -4.6813
S 3.0848 4.4478 -3.2394
O 1.9454 5.1159 -2.6733
O 3.9030 5.1131 -4.2636
F 4.1568 4.3561 -1.9876
N 4.1603 2.2763 3.8136
S 3.7052 3.5645 4.4911
O 4.6935 4.6509 4.6161
O 2.6552 3.4414 5.5060
F 2.9049 4.1414 3.1970
S 5.3644 1.8227 4.9238
O 4.9543 1.7009 6.3029
O 6.7308 2.2584 4.6509
F 5.5088 0.2849 4.3245
*
```

---

The following is a quantum chemistry calculation of the molecule CH2NOP at a distorted geometry, from the Open Molecules 2025 dataset.

For the electronic energy, the calculation gives -510.58954 Ha. The value obtained for the HOMO energy is -10.966 eV. For the frontier orbital gap, the calculation gives 0.398 Eh.

Geometry as ORCA input:
```
! wB97M-V def2-TZVPD RIJCOSX def2/J DEFGRID3
* xyz 0 1
N -2.6142 0.2431 0.3034
C -1.5094 0.2522 0.1810
O -0.2606 0.5764 -0.0697
P 1.0593 -0.4835 0.4482
H 1.2269 -0.9488 -0.8462
H 2.0981 0.3606 -0.0166
*
```

---

The following is a quantum chemistry calculation of a structure of composition C10H13F6NO4S2Ti at a distorted geometry, from the Open Molecules 2025 dataset.

For the electronic energy, the calculation gives -2989.29775 Ha. The value obtained for the HOMO energy (spin up / spin down) is -7.115 / -8.832 eV. As for the expectation value of S²: 2.005. For the frontier orbital gap (spin up / spin down), the calculation gives 0.209 / 0.272 Eh.

Geometry as ORCA input:
```
! wB97M-V def2-TZVPD RIJCOSX def2/J DEFGRID3
* xyz 0 3
C 0.5055 -0.7211 -3.9290
C -0.1681 1.8835 -1.7407
C -0.2486 -1.3091 -2.9019
H 0.7184 -0.9465 -5.0268
C -1.3547 1.4175 -1.3564
H 0.2911 2.6867 -1.1628
H -0.1511 -2.2696 -2.4161
H -1.9807 2.0281 -0.7013
C -1.5577 -0.5925 -2.8663
H -2.3268 -1.3212 -3.1670
H -1.5124 0.1752 -3.6501
C 1.3940 0.1717 -3.0469
H 2.4221 0.3179 -3.4002
H 1.4850 -0.2974 -2.0309
C 0.5893 1.5534 -2.9778
H -0.2240 1.5626 -3.7389
H 1.3130 2.3592 -3.2321
C -1.9364 0.0533 -1.5339
H -3.0315 0.1121 -1.4886
H -1.6819 -0.6518 -0.7294
Ti 1.4664 -1.2428 1.8121
H 1.5936 -2.1418 0.6487
F 1.0803 -3.7805 3.7459
C 1.0938 -2.4416 3.7886
F 1.5371 -1.9929 4.9746
F 3.2596 -1.4217 2.0547
S -0.7316 -1.7287 3.4103
O -0.5430 -2.0725 1.9131
O -2.0790 -1.4476 3.8300
N 0.2549 -0.3097 3.4621
S -0.2250 0.8783 2.4705
O 0.8450 0.7404 1.4013
O -1.6100 0.9011 2.0681
C 0.2741 2.2246 3.6793
F -0.5260 2.2736 4.7682
F 1.5308 1.9350 4.0440
F 0.2345 3.4148 3.0253
*
```

---

The following is a quantum chemistry calculation of a structure of composition C25H50MgN2P2 at a distorted geometry, from the Open Molecules 2025 dataset.

For the electronic energy, the calculation gives -1974.80782 Ha. The value obtained for the HOMO energy is -6.818 eV. For the frontier orbital gap, the calculation gives 0.268 Eh.

Geometry as ORCA input:
```
! wB97M-V def2-TZVPD RIJCOSX def2/J DEFGRID3
* xyz 0 1
C 0.4181 2.2444 -4.4114
C -0.8591 1.7789 -4.0849
C -1.0080 0.6835 -3.1989
C 0.1178 0.1108 -2.6499
C 1.3828 0.5443 -2.9825
C 1.5341 1.6340 -3.8609
C -2.4027 0.2250 -2.8452
C -2.6365 -1.2127 -2.3259
N -2.1544 -2.2912 -3.1672
Mg -0.2541 -1.0600 -0.9062
C 2.5897 -0.1399 -2.3859
P 2.0921 -1.8130 -1.7492
H -1.7588 2.2518 -4.4829
H 2.5482 1.9917 -4.0620
H 0.5321 3.0914 -5.0881
H 2.9790 0.4179 -1.5199
H 3.4035 -0.2857 -3.1129
H -2.8275 0.8850 -2.0642
H -3.0675 0.3179 -3.7170
H -2.2977 -1.3651 -1.2691
C 3.6330 -2.3448 -0.9266
C 2.2278 -2.7391 -3.3218
H -3.7299 -1.3572 -2.2356
C -1.4879 -2.0876 -4.4385
C -3.0210 -3.4599 -3.1718
H 0.1799 -2.8638 -0.0497
H -1.9115 -2.8060 -5.1487
H -1.6240 -1.0811 -4.8496
H -0.4063 -2.2802 -4.4039
H -3.2319 -3.7674 -4.2075
H -2.5959 -4.3249 -2.6543
H -3.9731 -3.2273 -2.6801
H 3.2623 -2.6987 -3.6884
H 1.9425 -3.7824 -3.1378
H 1.5567 -2.3216 -4.0788
H 4.5069 -2.1797 -1.5728
H 3.7561 -1.7920 0.0131
H 3.5444 -3.4138 -0.6939
H -0.6272 -2.9445 -0.1684
C 2.7986 0.5441 2.0498
C 1.5999 0.2937 2.9929
C 1.5449 -1.2138 3.2902
C 1.7831 1.0724 4.3046
P 0.0072 0.7776 2.0990
N 0.0268 0.0864 0.6777
C -1.5433 0.1258 2.9690
C -1.4622 0.3126 4.4879
C -2.7839 0.8486 2.4026
C -1.7147 -1.3734 2.6621
C -0.0646 2.6620 1.9660
C -0.9771 3.0166 0.7761
C -0.5904 3.2938 3.2712
C 1.3191 3.2670 1.6703
H 3.6467 -0.0773 2.3809
H 3.1359 1.5836 2.0676
H 2.5281 0.2716 1.0208
H 2.5332 -1.5260 3.6653
H 0.8130 -1.4546 4.0692
H 1.3186 -1.7709 2.3718
H 1.9460 2.1446 4.1535
H 0.9486 0.9211 4.9972
H 2.6807 0.6769 4.8039
H -1.2996 1.3556 4.7803
H -2.4303 0.0105 4.9132
H -0.6975 -0.3267 4.9436
H -2.7830 0.8144 1.3056
H -3.6776 0.3100 2.7480
H -2.8705 1.8846 2.7445
H -1.7489 -1.5323 1.5769
H -0.9003 -1.9836 3.0625
H -2.6644 -1.7135 3.1018
H -2.0381 2.9002 1.0139
H -0.8095 4.0691 0.5008
H -0.7338 2.3775 -0.0836
H 0.0367 3.0330 4.1331
H -0.5231 4.3868 3.1570
H -1.6370 3.0445 3.4786
H 1.9973 3.2091 2.5293
H 1.7799 2.8048 0.7888
H 1.1733 4.3367 1.4557
*
```

---

The records above give, respectively, energy above the lowest of the compared OMol25 structures with the same formula, charge and spin values of 51.9; 20.2; 246.3; 35.1; 46.5; 0.0 kcal per mole.